[1]
This record from OMol25 describes a 5-piece molecular cluster, C31H71O4PS overall. The level of theory is ωB97M-V/def2-TZVPD.

Summary:
HOMO in eV: -8.53
Total charge: 0
E in Ha: -2264.20351
Molar mass in g mol⁻¹: 570.95
Spin multiplicity: 1

Each atom is followed by the atoms it is bonded to, with distances in Å.
CARTESIAN COORDINATES (ANGSTROEM)
1 C 0.194 0.953 3.970  C2 1.542, H14 1.093, H15 1.098, H16 1.093
2 C 1.355 -0.006 4.300  C1 1.542, C3 1.555, H17 1.096, H18 1.096
3 C 1.477 -1.212 3.327  C2 1.555, C4 1.556, H19 1.095, H20 1.091
4 C 2.913 -1.362 2.746  C3 1.556, O5 1.417, H21 1.095, H22 1.098
5 O 2.978 -1.716 1.376  C4 1.417, C6 1.396
6 C 3.050 -0.624 0.509  O5 1.396, S7 1.844, O8 1.456, P11 1.903
7 S 1.555 0.455 0.539  C6 1.844, H23 1.352
8 O 3.231 -1.186 -0.822  C6 1.456, C9 1.400
9 C 2.284 -0.709 -1.736  O8 1.400, O10 1.148, H24 1.100
10 O 2.548 0.104 -2.502  C9 1.148
11 P 4.602 0.460 0.700  C6 1.903, C12 1.852, O13 1.669
12 C 5.880 -0.767 1.240  P11 1.852, H25 1.091, H26 1.097, H27 1.095
13 O 4.296 1.560 1.917  P11 1.669, H28 0.965
14 H -0.728 0.450 3.666  C1 1.093
15 H -0.039 1.521 4.881  C1 1.098
16 H 0.488 1.699 3.228  C1 1.093
17 H 1.196 -0.389 5.314  C2 1.096
18 H 2.265 0.605 4.338  C2 1.096
19 H 1.249 -2.106 3.917  C3 1.095
20 H 0.711 -1.139 2.554  C3 1.091
21 H 3.366 -2.193 3.297  C4 1.095
22 H 3.482 -0.468 3.033  C4 1.098
23 H 2.081 1.669 0.261  S7 1.352
24 H 1.279 -1.147 -1.821  C9 1.100
25 H 6.761 -0.292 1.674  C12 1.091
26 H 6.208 -1.261 0.317  C12 1.097
27 H 5.479 -1.573 1.864  C12 1.095
28 H 4.830 2.351 1.773  O13 0.965
29 C 0.923 -0.624 11.679  C30 1.526, H35 1.091, H36 1.091, H37 1.092
30 C 2.148 -1.308 11.079  C29 1.526, C31 1.528, H38 1.093, H39 1.093
31 C 2.704 -0.583 9.854  C30 1.528, C32 1.530, H40 1.094, H41 1.095
32 C 1.748 -0.501 8.662  C31 1.530, C33 1.528, H42 1.095, H43 1.094
33 C 1.248 -1.847 8.139  C32 1.528, C34 1.526, H44 1.094, H45 1.094
34 C 2.366 -2.741 7.612  C33 1.526, H46 1.093, H47 1.092, H48 1.091
35 H 0.089 -0.597 10.975  C29 1.091
36 H 0.585 -1.162 12.567  C29 1.091
37 H 1.156 0.400 11.976  C29 1.092
38 H 1.905 -2.345 10.832  C30 1.093
39 H 2.932 -1.351 11.840  C30 1.093
40 H 3.631 -1.075 9.545  C31 1.094
41 H 2.987 0.434 10.141  C31 1.095
42 H 2.256 0.028 7.848  C32 1.095
43 H 0.885 0.117 8.927  C32 1.094
44 H 0.538 -1.661 7.328  C33 1.094
45 H 0.690 -2.376 8.917  C33 1.094
46 H 2.905 -2.249 6.799  C34 1.093
47 H 1.954 -3.675 7.224  C34 1.092
48 H 3.082 -2.998 8.394  C34 1.091
49 C -2.854 1.800 -6.981  C50 1.525, H55 1.091, H56 1.092, H57 1.092
50 C -1.613 2.644 -6.706  C49 1.525, C51 1.528, H58 1.094, H59 1.094
51 C -0.313 1.845 -6.766  C50 1.528, C52 1.529, H60 1.094, H61 1.095
52 C -0.196 0.727 -5.729  C51 1.529, C53 1.528, H62 1.095, H63 1.094
53 C -0.328 1.180 -4.275  C52 1.528, C54 1.524, H64 1.095, H65 1.095
54 C 0.764 2.153 -3.845  C53 1.524, H66 1.087, H67 1.092, H68 1.093
55 H -2.980 1.013 -6.237  C49 1.091
56 H -3.750 2.424 -6.956  C49 1.092
57 H -2.797 1.336 -7.968  C49 1.092
58 H -1.713 3.136 -5.735  C50 1.094
59 H -1.563 3.444 -7.451  C50 1.094
60 H 0.530 2.534 -6.658  C51 1.094
61 H -0.211 1.405 -7.764  C51 1.095
62 H 0.772 0.233 -5.859  C52 1.095
63 H -0.952 -0.039 -5.929  C52 1.094
64 H -0.281 0.296 -3.632  C53 1.095
65 H -1.310 1.631 -4.103  C53 1.095
66 H 1.747 1.704 -3.963  C54 1.087
67 H 0.641 2.419 -2.792  C54 1.092
68 H 0.734 3.078 -4.424  C54 1.093
69 C -7.658 4.204 -3.971  C70 1.526, H75 1.091, H76 1.092, H77 1.092
70 C -6.683 4.635 -2.880  C69 1.526, C71 1.528, H78 1.093, H79 1.094
71 C -5.985 5.961 -3.182  C70 1.528, C72 1.530, H80 1.094, H81 1.095
72 C -5.107 5.958 -4.435  C71 1.530, C73 1.528, H82 1.095, H83 1.094
73 C -3.997 4.909 -4.445  C72 1.528, C74 1.526, H84 1.094, H85 1.094
74 C -2.979 5.096 -3.323  C73 1.526, H86 1.092, H87 1.092, H88 1.091
75 H -7.152 4.037 -4.923  C69 1.091
76 H -8.151 3.271 -3.693  C69 1.092
77 H -8.432 4.960 -4.121  C69 1.092
78 H -5.945 3.845 -2.714  C70 1.093
79 H -7.234 4.741 -1.941  C70 1.094
80 H -5.384 6.248 -2.315  C71 1.094
81 H -6.743 6.743 -3.292  C71 1.095
82 H -4.657 6.951 -4.543  C72 1.095
83 H -5.734 5.816 -5.320  C72 1.094
84 H -3.473 4.968 -5.403  C73 1.094
85 H -4.421 3.902 -4.390  C73 1.094
86 H -2.507 6.079 -3.388  C74 1.092
87 H -2.193 4.341 -3.393  C74 1.092
88 H -3.440 5.000 -2.339  C74 1.091
89 C -0.709 -6.232 -4.620  C90 1.526, H95 1.091, H96 1.092, H97 1.092
90 C -0.466 -4.877 -3.964  C89 1.526, C91 1.528, H98 1.094, H99 1.094
91 C 1.013 -4.580 -3.721  C90 1.528, C92 1.530, H100 1.095, H101 1.095
92 C 1.720 -5.544 -2.767  C91 1.530, C93 1.529, H102 1.095, H103 1.094
93 C 1.100 -5.648 -1.374  C92 1.529, C94 1.525, H104 1.094, H105 1.094
94 C 1.126 -4.332 -0.606  C93 1.525, H106 1.092, H107 1.092, H108 1.092
95 H -0.364 -7.054 -3.990  C89 1.091
96 H -1.776 -6.382 -4.799  C89 1.092
97 H -0.196 -6.296 -5.581  C89 1.092
98 H -1.026 -4.817 -3.026  C90 1.094
99 H -0.873 -4.096 -4.613  C90 1.094
100 H 1.110 -3.557 -3.344  C91 1.095
101 H 1.540 -4.594 -4.681  C91 1.095
102 H 2.764 -5.227 -2.667  C92 1.095
103 H 1.753 -6.542 -3.214  C92 1.094
104 H 1.654 -6.398 -0.804  C93 1.094
105 H 0.071 -6.015 -1.440  C93 1.094
106 H 2.146 -3.962 -0.479  C94 1.092
107 H 0.695 -4.477 0.386  C94 1.092
108 H 0.542 -3.556 -1.107  C94 1.092

Here are the Mulliken charges for atoms 1 to 2, given in e:
1 C -1.4810
2 C 0.5527


[2]
This record from OMol25 describes a 10-piece molecular cluster, C31H74Cl6N4O13 overall. The level of theory is ωB97M-V/def2-TZVPD.

Summary:
HOMO in eV: -8.63
Total charge: 0
E in Ha: -5183.65249
Molar mass in g mol⁻¹: 923.67
Spin multiplicity: 1

Each atom is followed by the atoms it is bonded to, with distances in Å.
CARTESIAN COORDINATES (ANGSTROEM)
1 C -7.428 -0.512 0.635  O2 1.389, H7 1.090, H8 1.090, H9 1.090
2 O -6.304 -1.326 0.692  C1 1.389, C3 1.443
3 C -5.644 -1.355 1.975  O2 1.443, C4 1.583, H10 1.090, H11 1.090
4 C -4.081 -1.501 1.777  C3 1.583, C5 1.501, N6 1.493, H12 1.090
5 C -3.871 -2.770 1.004  C4 1.501, H13 1.090, H14 1.090, H15 1.090
6 N -3.305 -1.531 3.052  C4 1.493, H16 1.010, H17 1.010
7 H -7.124 0.526 0.500  C1 1.090
8 H -8.081 -0.464 1.506  C1 1.090
9 H -8.077 -0.782 -0.198  C1 1.090
10 H -5.806 -0.420 2.511  C3 1.090
11 H -5.993 -2.148 2.637  C3 1.090
12 H -3.669 -0.696 1.167  C4 1.090
13 H -4.383 -2.896 0.050  C5 1.090
14 H -4.282 -3.613 1.561  C5 1.090
15 H -2.826 -3.010 0.804  C5 1.090
16 H -2.319 -1.639 2.863  N6 1.010
17 H -3.443 -2.270 3.726  N6 1.010
18 C -1.732 3.414 -2.714  O19 1.433, H24 1.090, H25 1.090, H26 1.090
19 O -2.511 2.220 -2.862  C18 1.433, C20 1.455
20 C -3.931 2.485 -3.039  O19 1.455, C21 1.564, H27 1.090, H28 1.090
21 C -4.644 3.282 -1.898  C20 1.564, C22 1.489, N23 1.451, H29 1.090
22 C -4.422 2.556 -0.618  C21 1.489, H30 1.090, H31 1.090, H32 1.090
23 N -6.083 3.464 -1.949  C21 1.451, H33 1.010, H34 1.010
24 H -0.728 3.067 -2.468  C18 1.090
25 H -2.067 3.992 -1.853  C18 1.090
26 H -1.664 4.127 -3.536  C18 1.090
27 H -4.165 3.154 -3.867  C20 1.090
28 H -4.345 1.485 -3.172  C20 1.090
29 H -4.216 4.285 -1.873  C21 1.090
30 H -4.857 2.947 0.302  C22 1.090
31 H -3.351 2.600 -0.419  C22 1.090
32 H -4.717 1.506 -0.619  C22 1.090
33 H -6.414 4.013 -2.729  N23 1.010
34 H -6.458 2.561 -2.202  N23 1.010
35 C -1.701 -4.285 -1.922  O36 1.437, H41 1.090, H42 1.090, H43 1.090
36 O -2.607 -5.386 -1.746  C35 1.437, C37 1.432
37 C -2.701 -6.101 -0.509  O36 1.432, C38 1.576, H44 1.090, H45 1.090
38 C -3.735 -7.289 -0.541  C37 1.576, C39 1.528, N40 1.481, H46 1.090
39 C -5.205 -6.905 -0.386  C38 1.528, H47 1.090, H48 1.090, H49 1.090
40 N -3.533 -8.311 0.511  C38 1.481, H50 1.010, H51 1.010
41 H -0.728 -4.670 -2.227  C35 1.090
42 H -1.556 -3.775 -0.970  C35 1.090
43 H -1.970 -3.541 -2.673  C35 1.090
44 H -1.716 -6.467 -0.221  C37 1.090
45 H -2.982 -5.445 0.314  C37 1.090
46 H -3.565 -7.752 -1.514  C38 1.090
47 H -5.880 -7.702 -0.698  C39 1.090
48 H -5.364 -6.100 -1.103  C39 1.090
49 H -5.396 -6.562 0.631  C39 1.090
50 H -3.890 -9.174 0.127  N40 1.010
51 H -2.534 -8.374 0.643  N40 1.010
52 C 5.958 1.780 1.951  O53 1.414, H58 1.090, H59 1.090, H60 1.090
53 O 5.238 0.643 1.517  C52 1.414, C54 1.440
54 C 5.727 0.035 0.307  O53 1.440, C55 1.524, H61 1.090, H62 1.090
55 C 7.019 -0.721 0.594  C54 1.524, C56 1.483, N57 1.418, H63 1.090
56 C 7.588 -1.474 -0.550  C55 1.483, H64 1.090, H65 1.090, H66 1.090
57 N 6.903 -1.668 1.643  C55 1.418, H67 1.010, H68 1.010
58 H 5.986 2.592 1.224  C52 1.090
59 H 6.983 1.482 2.173  C52 1.090
60 H 5.536 2.269 2.829  C52 1.090
61 H 4.910 -0.572 -0.082  C54 1.090
62 H 5.901 0.799 -0.450  C54 1.090
63 H 7.807 -0.047 0.931  C55 1.090
64 H 7.955 -0.823 -1.344  C56 1.090
65 H 6.963 -2.313 -0.858  C56 1.090
66 H 8.559 -1.894 -0.288  C56 1.090
67 H 7.702 -2.257 1.831  N57 1.010
68 H 6.141 -2.308 1.474  N57 1.010
69 C 2.837 -0.322 3.303  C70 1.534, H76 1.090, H77 1.090, H78 1.090
70 C 2.385 0.932 4.062  C69 1.534, O71 1.433, H79 1.090, H80 1.090
71 O 2.239 0.624 5.453  C70 1.433, C72 1.349
72 C 3.351 0.829 6.190  O71 1.349, O73 1.241, O74 1.336
73 O 4.302 1.545 5.840  C72 1.241
74 O 3.244 0.144 7.332  C72 1.336, C75 1.436
75 C 4.373 -0.003 8.207  O74 1.436, H81 1.090, H82 1.090, H83 1.090
76 H 2.743 -0.181 2.227  C69 1.090
77 H 2.249 -1.163 3.670  C69 1.090
78 H 3.861 -0.595 3.559  C69 1.090
79 H 1.370 1.197 3.765  C70 1.090
80 H 3.065 1.731 3.767  C70 1.090
81 H 5.024 -0.773 7.792  C75 1.090
82 H 3.825 -0.205 9.127  C75 1.090
83 H 4.991 0.888 8.326  C75 1.090
84 C 2.150 2.450 0.672  C85 1.574, H91 1.090, H92 1.090, H93 1.090
85 C 0.639 2.073 0.904  C84 1.574, O86 1.472, H94 1.090, H95 1.090
86 O 0.512 0.713 1.452  C85 1.472, C87 1.355
87 C -0.375 -0.196 0.979  O86 1.355, O88 1.266, O89 1.334
88 O -0.810 -1.115 1.733  C87 1.266
89 O -0.683 -0.018 -0.307  C87 1.334, C90 1.393
90 C -1.829 -0.607 -0.835  O89 1.393, H96 1.090, H97 1.090, H98 1.090
91 H 2.289 3.226 -0.081  C84 1.090
92 H 2.652 1.555 0.304  C84 1.090
93 H 2.550 2.778 1.631  C84 1.090
94 H -0.016 2.256 0.052  C85 1.090
95 H 0.250 2.824 1.592  C85 1.090
96 H -2.011 -0.349 -1.878  C90 1.090
97 H -2.695 -0.203 -0.310  C90 1.090
98 H -1.886 -1.693 -0.899  C90 1.090
99 C 4.621 3.742 -1.230  C100 1.556, H106 1.090, H107 1.090, H108 1.090
100 C 6.140 3.726 -1.565  C99 1.556, O101 1.422, H109 1.090, H110 1.090
101 O 6.465 3.279 -2.874  C100 1.422, C102 1.366
102 C 6.470 4.139 -3.935  O101 1.366, O103 1.214, O104 1.366
103 O 6.091 5.292 -3.949  C102 1.214
104 O 6.870 3.387 -5.002  C102 1.366, C105 1.436
105 C 7.019 3.949 -6.315  O104 1.436, H111 1.090, H112 1.090, H113 1.090
106 H 4.143 4.475 -1.880  C99 1.090
107 H 4.603 3.991 -0.169  C99 1.090
108 H 4.209 2.744 -1.379  C99 1.090
109 H 6.735 3.064 -0.936  C100 1.090
110 H 6.536 4.719 -1.347  C100 1.090
111 H 7.251 3.184 -7.056  C105 1.090
112 H 7.706 4.795 -6.292  C105 1.090
113 H 6.126 4.419 -6.728  C105 1.090
114 Cl -1.064 4.103 3.465  C115 1.730
115 C -2.194 5.129 2.651  Cl114 1.730, Cl116 1.720, H117 1.090, H118 1.090
116 Cl -1.916 5.309 0.963  C115 1.720
117 H -3.178 4.661 2.656  C115 1.090
118 H -2.263 6.101 3.140  C115 1.090
119 Cl -0.363 -1.305 -4.362  C120 1.758
120 C -1.727 -0.451 -5.069  Cl119 1.758, Cl121 1.709, H122 1.090, H123 1.090
121 Cl -1.169 0.616 -6.281  C120 1.709
122 H -2.326 -1.136 -5.668  C120 1.090
123 H -2.279 0.232 -4.422  C120 1.090
124 Cl -6.993 -1.553 -3.188  C125 1.808
125 C -5.619 -2.723 -3.078  Cl124 1.808, Cl126 1.763, H127 1.090, H128 1.090
126 Cl -4.029 -1.979 -2.919  C125 1.763
127 H -5.807 -3.382 -2.231  C125 1.090
128 H -5.527 -3.301 -3.998  C125 1.090

Here are the Mulliken charges for atoms 1 to 2, given in e:
1 C -0.9036
2 O -0.1304